Record 1
Density functional theory data (ωB97M-V/def2-TZVPD) for 2 unconnected molecules or ions with the total composition C2H6N2O.

Net charge   0
HOMO-LUMO gap   0.4065 hartree
HOMO energy   -0.373 hartree
Structure (SMILES)   NC=O.C=N
DFT total energy   -7197.8198 eV
ΔE to the lowest compared entry with this formula, charge and spin   1.968 eV
LUMO energy   0.899 eV

Last column: natural (NBO) charge in e.
CARTESIAN COORDINATES (ANGSTROEM)
O  -2.647  -2.002  -3.706  -0.58
N  2.264  1.958  2.777  -0.61
N  -2.163  -0.545  -1.976  -0.84
C  2.263  0.777  3.288  -0.04
C  -1.833  -1.312  -3.114  0.53
H  3.002  -0.012  3.256  0.15
H  -0.708  -1.310  -3.283  0.11
H  -1.674  0.343  -1.829  0.39
H  -3.068  -0.603  -1.651  0.39
H  1.439  0.439  3.981  0.16
H  3.126  2.267  2.257  0.34



Record 2
Density functional theory data (ωB97M-V/def2-TZVPD) for a molecular structure, C27H43N4P2RuSi.

Net charge   +3
<S²>   6.07
HOMO-LUMO gap (spin up / spin down)   0.2315 / 0.1966 hartree
HOMO energy (spin up / spin down)   -0.615 / -0.615 hartree
2S+1   5
DFT total energy   -63669.8924 eV
ΔE to the lowest compared entry with this formula, charge and spin   0.000 eV
LUMO energy (spin up / spin down)   -10.435 / -11.384 eV

Last column: Löwdin spin population.
CARTESIAN COORDINATES (ANGSTROEM)
Ru  -0.259  0.900  -0.178  2.57
P  1.919  0.050  -0.878  0.02
P  -0.755  -1.372  -0.678  0.01
Si  -2.438  3.048  -1.854  0.04
N  3.130  -2.322  -0.323  0.00
N  0.660  -3.666  -0.268  0.00
N  -1.788  2.387  -0.290  0.43
N  -1.015  1.911  1.748  0.15
C  -2.734  4.861  -1.713  0.01
C  -3.937  2.036  -2.228  0.02
C  2.963  -6.421  0.207  0.00
C  -0.084  1.198  3.891  0.01
C  -2.603  -3.240  0.075  0.00
C  -3.222  -0.833  0.452  0.01
C  4.212  -5.738  0.198  0.00
C  4.279  -4.388  0.032  0.00
C  2.438  2.559  -0.117  0.02
C  -0.988  2.623  -2.960  0.03
C  -2.710  3.678  1.579  0.20
C  2.980  0.738  1.540  0.01
C  -2.650  3.836  2.951  -0.01
C  1.985  -1.703  -0.460  0.01
C  -2.088  -1.861  0.515  0.01
C  -1.488  -1.915  1.920  0.00
C  3.041  1.155  0.070  0.01
C  -1.794  3.034  3.688  0.23
C  0.747  -2.369  -0.421  0.01
C  4.465  1.072  -0.477  0.00
C  -0.974  2.052  3.057  0.06
C  3.081  -3.657  -0.135  0.00
C  -1.317  -1.615  -2.371  0.01
C  2.251  0.195  -2.645  0.00
C  -1.871  2.699  0.989  0.08
C  1.788  -5.749  0.053  0.00
C  1.817  -4.346  -0.119  0.00
H  -2.278  -2.195  2.619  0.00
H  -2.299  -1.152  -2.488  0.00
H  -0.534  1.661  -2.672  0.01
H  -0.663  0.733  4.690  0.00
H  -4.040  -1.189  1.081  0.00
H  -1.309  2.516  -3.999  0.00
H  4.862  0.059  -0.406  0.00
H  -1.906  5.371  -1.216  0.00
H  -3.622  -0.705  -0.556  0.00
H  1.530  -0.385  -3.218  0.00
H  1.965  0.828  1.936  0.01
H  0.833  -6.255  0.056  0.00
H  2.954  -7.495  0.336  0.00
H  -2.918  0.144  0.834  0.01
H  -4.660  2.065  -1.409  0.00
H  -4.432  2.443  -3.114  0.00
H  -0.693  -2.655  2.006  0.00
H  4.535  1.413  -1.510  0.00
H  3.619  1.406  2.122  0.00
H  -1.813  -3.988  0.055  0.00
H  0.680  1.811  4.374  0.00
H  -1.736  3.140  4.764  0.01
H  -3.661  5.087  -1.182  0.00
H  -3.693  0.994  -2.443  0.00
H  -1.393  -2.683  -2.585  0.00
H  -2.834  5.296  -2.710  0.00
H  -0.626  -1.158  -3.078  0.00
H  0.398  0.419  3.307  0.00
H  5.102  1.723  0.126  0.00
H  -0.212  3.391  -2.932  0.00
H  -3.095  -3.205  -0.897  0.00
H  2.427  2.884  -1.158  0.00
H  3.334  -0.282  1.693  0.00
H  1.409  2.622  0.289  0.01
H  -3.350  -3.554  0.807  0.00
H  -3.369  4.269  0.961  0.01
H  5.220  -3.857  0.017  0.00
H  2.214  1.237  -2.962  0.00
H  -1.106  -0.939  2.230  0.00
H  3.020  3.290  0.448  0.00
H  -3.269  4.573  3.445  0.00
H  5.122  -6.310  0.323  0.00
H  3.250  -0.205  -2.834  0.00



Record 3
Density functional theory data (ωB97M-V/def2-TZVPD) for 2 unconnected molecules or ions with the total composition C10H16O.

Net charge   0
HOMO-LUMO gap   0.3329 hartree
HOMO energy   -0.304 hartree
Structure (SMILES)   Cc1ccc(O)cc1.CCC
DFT total energy   -12675.7888 eV
ΔE to the lowest compared entry with this formula, charge and spin   1.936 eV
LUMO energy   0.788 eV

Last column: natural (NBO) charge in e.
CARTESIAN COORDINATES (ANGSTROEM)
O  3.690  0.619  0.119  -0.67
C  -0.722  1.133  3.506  -0.63
C  -0.367  -0.887  -2.913  -0.63
C  2.167  -0.502  1.486  -0.26
C  -2.536  -1.687  -1.973  -0.62
C  1.134  -0.381  2.398  -0.21
C  0.382  1.580  1.325  -0.20
C  0.235  0.673  2.378  -0.04
C  1.415  1.487  0.412  -0.30
C  2.424  0.543  0.596  0.31
C  -1.875  -0.692  -2.926  -0.40
H  -1.745  0.864  3.271  0.22
H  -2.036  -2.640  -2.084  0.20
H  2.868  -1.354  1.513  0.22
H  3.868  1.361  -0.464  0.48
H  -2.229  -1.461  -0.939  0.20
H  1.482  2.186  -0.420  0.21
H  -0.452  0.453  4.335  0.21
H  -2.316  -0.750  -3.934  0.19
H  0.108  -1.728  -3.388  0.22
H  -2.271  0.299  -2.683  0.20
H  -0.502  2.181  3.620  0.22
H  1.228  -1.110  3.195  0.21
H  -0.002  -0.542  -1.954  0.22
H  -3.597  -1.938  -2.034  0.21
H  -0.324  2.399  1.208  0.21
H  -0.026  -0.109  -3.647  0.20



Record 4
Density functional theory data (ωB97M-V/def2-TZVPD) for 9 unconnected molecules or ions with the total composition C38H28F42N11O28S14.

Net charge   -3
HOMO-LUMO gap   0.1427 hartree
HOMO energy   -0.115 hartree
DFT total energy   -379393.1292 eV
LUMO energy   0.746 eV

Last column: Löwdin charge in e.
CARTESIAN COORDINATES (ANGSTROEM)
S  18.885  -0.929  0.551  0.67
S  18.079  -5.159  6.930  0.66
S  21.472  -0.433  6.398  0.77
S  13.277  -0.725  8.010  0.70
S  18.557  -6.729  -1.658  0.56
S  10.996  -1.862  7.908  0.53
S  24.979  -10.196  6.809  0.76
S  18.135  -7.446  5.916  0.53
S  12.973  3.852  0.658  0.68
S  24.057  -0.013  6.368  0.54
S  15.110  2.854  1.745  0.56
S  21.138  -0.586  1.559  0.56
S  23.354  -9.812  4.848  0.50
S  16.011  -7.096  -1.264  0.70
F  22.296  -7.344  4.325  0.16
F  14.874  -2.739  7.450  0.08
F  18.703  -9.933  5.093  0.09
F  17.010  1.919  3.553  0.10
F  8.413  -2.346  7.134  0.11
F  15.904  -0.999  8.078  0.15
F  17.786  1.258  -0.679  0.12
F  20.422  -7.006  0.389  0.09
F  19.667  -9.449  7.052  0.15
F  20.089  -4.876  -0.371  0.12
F  19.270  -1.473  7.170  0.12
F  10.866  3.672  -0.826  0.15
F  19.006  -3.876  9.157  0.11
F  14.309  -5.366  -2.522  0.12
F  15.030  -0.906  6.088  0.17
F  24.797  2.366  7.336  0.14
F  27.470  -9.350  7.406  0.09
F  22.991  -1.739  0.086  0.09
F  25.970  -7.811  7.766  0.15
F  20.317  -0.212  8.720  0.12
F  15.167  2.477  4.616  0.10
F  26.247  -9.535  9.057  0.14
F  16.773  -0.548  -1.051  0.14
F  9.966  -4.040  6.660  0.05
F  16.037  -4.405  -1.727  0.15
F  16.993  -4.971  9.413  0.10
F  9.988  -2.225  5.446  0.11
F  23.832  -0.930  1.956  0.10
F  16.459  4.007  3.849  0.15
F  25.575  0.621  8.435  0.07
F  23.606  -8.187  2.751  0.12
F  17.153  -3.098  8.335  0.09
F  17.511  -9.895  6.830  0.09
F  26.394  1.235  6.485  0.14
F  21.646  -8.835  2.992  0.14
F  21.123  -6.258  -1.576  0.12
F  11.601  1.706  -0.249  0.10
F  10.460  2.997  1.128  0.12
F  14.424  -5.099  -0.328  0.06
F  20.784  -2.280  8.238  0.15
F  18.656  -0.186  -2.067  0.17
F  23.263  0.393  0.313  0.15
O  16.074  -7.797  -2.553  -0.30
O  25.812  -11.252  6.230  -0.32
O  19.438  -4.909  6.495  -0.27
O  18.862  -8.119  -1.978  -0.32
O  23.850  -10.485  7.752  -0.34
O  18.381  -0.351  1.774  -0.30
O  11.375  -2.955  8.765  -0.35
O  15.883  4.016  1.251  -0.34
O  13.820  3.538  -0.461  -0.32
O  19.376  -7.075  5.224  -0.30
O  12.635  5.258  0.907  -0.30
O  20.612  0.634  5.761  -0.32
O  17.043  -7.511  5.006  -0.30
O  18.594  -2.312  0.262  -0.31
O  15.427  1.640  1.021  -0.33
O  21.003  -1.952  2.159  -0.35
O  21.778  -1.623  5.510  -0.34
O  24.647  -1.372  6.515  -0.34
O  13.387  0.741  7.776  -0.30
O  13.210  -1.089  9.401  -0.30
O  20.996  0.614  2.428  -0.30
O  17.075  -4.584  6.072  -0.31
O  23.666  -10.917  3.875  -0.36
O  15.222  -7.690  -0.225  -0.35
O  22.229  -10.083  5.729  -0.35
O  23.897  0.555  5.032  -0.32
O  10.273  -0.687  8.477  -0.33
O  18.508  -5.718  -2.756  -0.33
N  12.110  -1.482  6.978  -0.32
N  13.058  -8.811  2.692  -0.06
N  14.422  -5.937  9.063  -0.10
N  20.487  -0.456  0.228  -0.29
N  17.483  -6.444  -0.611  -0.30
N  22.851  0.235  7.278  -0.31
N  17.891  -6.823  7.317  -0.28
N  13.594  3.006  2.078  -0.32
N  24.458  -9.097  5.510  -0.30
N  12.686  -0.914  3.113  -0.05
N  18.915  -4.248  3.110  -0.01
C  14.260  -7.125  3.923  0.06
C  17.800  -4.268  8.603  -0.53
C  14.896  -1.388  7.298  -0.65
C  15.061  -7.079  8.757  0.00
C  22.920  -0.695  0.945  -0.64
C  15.980  2.816  3.604  -0.59
C  18.040  -4.650  2.175  0.00
C  16.473  -2.964  2.915  -0.16
C  13.066  -8.883  5.076  0.04
C  14.907  -7.733  7.504  0.07
C  18.563  -9.279  6.306  -0.59
C  13.548  -0.674  2.113  0.03
C  12.720  -9.405  3.854  -0.02
C  20.416  -1.133  7.739  -0.71
C  13.892  -7.731  5.134  -0.09
C  18.649  -3.219  3.962  0.05
C  22.681  -8.406  3.675  -0.71
C  14.477  -5.500  10.456  0.02
C  14.108  -2.756  3.788  0.02
C  12.912  -2.052  3.883  -0.01
C  15.119  -2.367  2.898  -0.12
C  20.134  -6.179  -0.683  -0.60
C  11.379  2.986  0.168  -0.68
C  12.711  -9.422  1.359  0.05
C  11.515  -0.020  3.459  0.06
C  17.360  -2.611  3.941  0.06
C  14.742  -1.425  1.940  0.09
C  9.641  -2.687  6.626  -0.53
C  13.645  -5.326  8.191  0.05
C  13.768  -7.613  2.707  0.07
C  16.840  -3.965  2.021  0.03
C  20.248  -4.983  3.197  0.05
C  26.202  -9.113  7.823  -0.67
C  17.972  -0.039  -0.970  -0.68
C  25.295  1.163  7.205  -0.69
C  15.147  -5.350  -1.480  -0.60
C  13.490  -5.919  6.874  0.07
C  14.090  -7.090  6.511  -0.13
H  13.148  -4.451  8.585  0.12
H  11.814  -8.943  0.968  0.11
H  18.424  -5.351  1.449  0.11
H  12.226  -2.296  4.680  0.09
H  11.752  0.979  3.093  0.09
H  12.197  -10.328  3.653  0.14
H  17.073  -1.834  4.633  0.13
H  12.643  -9.390  5.930  0.13
H  15.366  -1.265  1.074  0.13
H  12.866  -5.430  6.142  0.13
H  20.763  -4.890  4.152  0.10
H  20.949  -4.517  2.505  0.10
H  19.967  -6.024  3.032  0.08
H  13.293  0.069  1.372  0.13
H  12.495  -10.477  1.528  0.09
H  13.682  -5.931  11.064  0.12
H  16.195  -4.126  1.170  0.11
H  15.341  -8.715  7.387  0.12
H  11.268  -0.127  4.515  0.09
H  14.527  -4.411  10.479  0.12
H  15.709  -7.454  9.535  0.14
H  10.753  -0.419  2.789  0.10
H  14.852  -6.221  3.926  0.13
H  14.188  -7.236  1.786  0.12
H  19.423  -3.002  4.684  0.13
H  15.439  -5.717  10.921  0.10
H  13.562  -9.295  0.690  0.09
H  14.218  -3.519  4.545  0.11



Record 5
Density functional theory data (ωB97M-V/def2-TZVPD) for 5 unconnected molecules or ions with the total composition H11NO4.

Net charge   +1
<S²>   0.76
HOMO-LUMO gap (spin up / spin down)   0.4274 / 0.1005 hartree
HOMO energy (spin up / spin down)   -0.546 / -0.516 hartree
2S+1   2
DFT total energy   -9847.2385 eV
ΔE to the lowest compared entry with this formula, charge and spin   2.520 eV
LUMO energy (spin up / spin down)   -3.215 / -11.317 eV

Last column: natural (NBO) charge in e.
CARTESIAN COORDINATES (ANGSTROEM)
O  2.197  -0.543  2.062  -0.61
O  -0.419  -1.883  -0.917  -0.82
O  -0.508  -1.458  2.767  -0.86
O  1.904  3.275  -0.195  -0.87
N  -1.602  0.531  -2.558  -0.88
H  2.506  -0.017  2.769  0.49
H  -0.454  -1.153  -1.479  0.48
H  1.594  -1.208  2.559  0.51
H  -0.412  -1.965  1.962  0.48
H  -1.680  0.074  -3.492  0.39
H  -1.355  1.524  -2.797  0.39
H  -1.354  -1.002  2.597  0.50
H  1.465  2.536  -0.609  0.46
H  -1.033  -2.487  -1.301  0.48
H  -2.522  0.652  -2.144  0.39
H  1.675  3.126  0.776  0.47



Record 6
Density functional theory data (ωB97M-V/def2-TZVPD) for a molecular structure, C21H24BCsF4O2Si.

Net charge   -2
HOMO-LUMO gap   0.1254 hartree
HOMO energy   0.025 hartree
DFT total energy   -46240.8018 eV
ΔE to the lowest compared entry with this formula, charge and spin   0.000 eV
LUMO energy   4.085 eV

Last column: Löwdin charge in e.
CARTESIAN COORDINATES (ANGSTROEM)
Cs  -1.378  -3.986  21.807  1.16
Si  -0.052  -7.384  20.249  0.30
F  -1.100  -1.369  23.424  -0.07
F  -0.499  -2.715  25.327  0.09
F  -2.538  -2.800  24.294  0.03
F  -1.878  -1.130  25.702  0.14
O  -5.337  -6.172  23.344  -0.09
O  -0.700  -6.213  21.003  -0.70
C  -3.289  -9.750  17.854  -0.11
C  2.420  -7.168  16.922  -0.11
C  0.449  -9.653  23.640  -0.11
C  0.508  -8.756  21.408  -0.22
C  -2.560  -2.615  19.269  -0.38
C  1.622  -10.809  21.905  -0.10
C  3.709  -7.145  17.478  -0.11
C  1.255  -9.824  20.995  -0.11
C  -4.989  -7.161  22.366  -0.31
C  -3.643  -8.709  18.710  -0.10
C  -0.949  -9.393  18.414  -0.10
C  3.815  -7.089  18.872  -0.10
C  -3.659  -7.855  22.656  -0.09
C  0.097  -8.673  22.723  -0.08
C  -1.310  -8.284  19.203  -0.20
C  -1.934  -10.074  17.705  -0.11
C  2.675  -7.133  19.685  -0.09
C  1.312  -7.134  17.742  -0.10
C  1.175  -10.752  23.240  -0.12
C  1.401  -7.222  19.126  -0.23
C  -2.665  -7.963  19.325  -0.09
B  -1.513  -1.989  24.717  -1.34
H  -1.647  -10.852  17.012  0.08
H  4.641  -6.992  16.881  0.10
H  -3.579  -3.038  19.066  -0.15
H  -2.804  -7.241  22.334  0.05
H  1.502  -11.514  23.931  0.08
H  2.288  -11.641  21.602  0.09
H  1.654  -9.810  19.972  0.10
H  -4.662  -8.491  18.944  0.09
H  2.300  -7.137  15.840  0.09
H  -4.066  -10.329  17.345  0.09
H  -2.514  -1.629  19.758  -0.15
H  -4.987  -6.698  21.346  0.12
H  2.765  -7.025  20.748  0.10
H  -2.934  -7.063  19.886  0.10
H  0.325  -7.202  17.263  0.11
H  -0.471  -7.809  23.073  0.10
H  -4.808  -5.377  23.248  0.08
H  0.088  -9.499  24.668  0.10
H  0.110  -9.720  18.375  0.10
H  -3.623  -8.836  22.111  0.09
H  -1.782  -2.836  18.519  -0.16
H  -5.807  -7.888  22.373  0.10
H  -3.487  -8.120  23.687  0.06
H  4.775  -7.026  19.378  0.09



- Which formula does entry 4 have?
  C38H28F42N11O28S14



- Which of these has the highest DFT total energy?
  C2H6N2O



- The lowest net charge belongs to which entry?
  C38H28F42N11O28S14